(1)
ORCA calculation (ωB97M-V/def2-TZVPD) on a structure of composition C33H29B2Br4F4N7O7S2Sm in a non-equilibrium geometry.

Atoms and positions in Å:
Sm1 -0.57453 -0.78972 -0.11469
C1 -4.50641 -3.87205 -0.46885
C2 -3.14704 -3.17875 -0.41162
N1 -2.97659 -1.96430 -0.05568
O1 -4.09239 -1.29142 0.17473
B1 -3.77215 0.12399 0.24867
F1 -4.76815 0.85608 0.78166
F2 -2.55521 0.30248 0.94016
O2 -3.56974 0.63930 -1.19409
N2 -2.43118 0.15819 -1.68511
C3 -2.21747 0.34594 -2.93726
C4 -3.02515 1.21226 -3.84817
C5 -0.98703 -0.39688 -3.44364
N3 -0.52284 -1.23379 -2.57535
O3 0.57437 -1.90802 -2.97707
B2 0.48832 -3.37707 -2.65977
F3 -0.65519 -3.85384 -3.28372
F4 1.63433 -3.92464 -3.08039
O4 0.38263 -3.58710 -1.20246
N4 -0.79135 -3.11519 -0.62935
C6 -1.82364 -3.89465 -0.68196
C7 -1.84608 -5.34252 -1.03296
C8 -0.54948 -0.24646 -4.83441
H1 -4.76176 -4.27235 0.56338
H2 -4.47050 -4.77117 -1.10298
H3 -5.19699 -3.12595 -0.86488
H4 -2.45869 2.11975 -4.04765
H5 -3.96923 1.50904 -3.37986
H6 -3.10747 0.69925 -4.82300
H7 -0.80584 -5.68532 -1.20533
H8 -2.48279 -5.44523 -1.89516
H9 -2.35100 -5.87846 -0.21872
H10 -0.36994 0.84953 -5.03524
H11 -1.34548 -0.55477 -5.55263
H12 0.31733 -0.83414 -4.98924
Br1 5.41057 -1.22769 -3.99737
C9 4.31915 -1.27017 -2.50301
C10 4.57589 -2.24978 -1.55774
Br2 6.16535 -3.31543 -1.51334
C11 3.62197 -2.44049 -0.51751
Br3 3.66168 -3.96010 0.55074
C12 2.55966 -1.54457 -0.40571
O5 1.63667 -1.71626 0.59277
C13 2.42575 -0.43713 -1.24380
O6 1.37241 0.30679 -1.15814
C14 3.36944 -0.34705 -2.27907
Br4 3.13644 1.04579 -3.51420
S1 2.21198 -1.22060 2.13251
C15 1.50647 -2.50718 3.18687
C16 2.49287 -3.29810 3.82557
C17 2.10949 -4.20143 4.82784
C18 0.74498 -4.39102 5.03555
C19 -0.25310 -3.65102 4.39315
C20 0.13733 -2.71543 3.37596
S2 -1.11099 -2.06259 2.40134
H13 3.55549 -3.07793 3.63976
H14 2.79806 -4.76844 5.46250
H15 0.34620 -5.13844 5.71680
H16 -1.28753 -3.82990 4.56978
C21 3.96657 2.78681 0.50899
C22 2.99295 3.69006 1.15160
C23 2.77797 4.97949 0.66610
C24 1.72899 5.76769 1.17321
C25 0.91741 5.24231 2.20811
N5 -0.22830 6.00696 2.62138
C26 -1.41802 5.53884 3.12183
O7 -2.03837 6.24856 3.91042
N6 -1.98135 4.38219 2.59619
C27 -1.56001 3.81676 1.35551
C28 -1.65639 4.45194 0.11846
C29 -1.09645 3.90133 -1.02488
C30 -0.52935 2.65493 -0.93396
N7 -0.59034 1.93026 0.17825
C31 -1.06253 2.50538 1.30133
C32 1.26232 3.99605 2.77935
C33 2.29097 3.20897 2.27872
H17 4.91365 3.37499 0.25062
H18 3.57228 2.37503 -0.37489
H19 4.37611 2.00668 1.12230
H20 3.34668 5.38051 -0.14490
H21 1.57348 6.72768 0.75179
H22 0.08112 6.79178 3.15371
H23 -2.91884 4.17086 2.95942
H24 -2.18452 5.43451 0.03640
H25 -1.26766 4.38024 -1.94632
H26 -0.12750 2.17832 -1.81934
H27 -1.00491 1.96197 2.23811
H28 0.63574 3.65033 3.58779
H29 2.45636 2.20474 2.67609

## Properties
highest occupied orbital energy (alpha / beta): -4.953 / -4.972 eV
Kohn-Sham gap (alpha / beta): 6.9990 / 7.0303 eV
ΔE to the lowest compared entry with this formula, charge and spin: 0.224 eV
net charge: -1
calculated total energy: -14384.916328 Eh
spin multiplicity: 6

These are the Löwdin partial charges, in e, on atoms 1 to 8:
1 Sm 1.67
2 C 0.00
3 C -0.22
4 N -0.04
5 O 0.08
6 B -1.13
7 F 0.21
8 F 0.01


(2)
ORCA calculation (ωB97M-V/def2-TZVPD) on an isolated molecule of C3H7Cl2NO2S in a non-equilibrium geometry.

Atoms and positions in Å:
O1 0.44770 1.47404 -1.89258
S1 0.30958 1.36413 -0.48841
O2 0.07438 2.57969 0.26672
C1 1.87322 0.71942 -0.23302
Cl1 2.11958 0.10731 1.36022
N1 -0.88055 0.18854 -0.24021
C2 -0.67475 -1.09261 -1.02280
C3 -1.87106 -1.95571 -0.73380
Cl2 -1.97719 -2.25511 1.02278
H1 2.50314 1.66685 -0.41730
H2 1.98509 0.02491 -1.09816
H3 -0.96367 0.01825 0.71317
H4 0.22485 -1.62670 -0.63047
H5 -0.69717 -0.87512 -2.14035
H6 -2.65226 -1.41331 -1.16693
H7 -1.75097 -2.88463 -1.33037

## Properties
highest occupied orbital energy: -10.930 eV
Kohn-Sham gap: 11.5063 eV
ΔE to the lowest compared entry with this formula, charge and spin: 0.000 eV
SMILES: O=S(=O)(CCl)NCCCl
calculated total energy: -1642.270709 Eh

These are the natural (NBO) partial charges, in e, on atoms 1 to 8:
1 O -0.98
2 S 2.30
3 O -0.90
4 C -0.75
5 Cl 0.01
6 N -0.84
7 C -0.25
8 C -0.38


(3)
ORCA calculation (ωB97M-V/def2-TZVPD) on a cluster of 2 separate species, C9H17BrO3 in total in a non-equilibrium geometry.

Atoms and positions in Å:
C1 -1.49379 -0.34058 0.32728
C2 -1.05983 1.70734 -2.04919
C3 1.03872 0.33823 -1.24868
C4 0.75098 2.64498 -0.66195
C5 -1.60855 -2.65194 -0.37890
C6 0.34469 -1.66519 3.15758
C7 1.00767 0.24107 2.12423
C8 -0.79367 0.93244 0.33156
C9 -0.06881 1.36996 -0.87218
O1 -2.44230 -0.58617 1.02531
O2 -0.99790 -1.31438 -0.54452
O3 1.25088 -1.04170 2.25524
Br1 -1.73058 2.21461 1.28504
H1 -1.63890 0.95199 -2.46032
H2 -1.82346 2.31835 -1.67140
H3 -0.56654 2.21496 -2.88165
H4 1.96707 0.75843 -1.44696
H5 1.06781 -0.28369 -0.26844
H6 0.66091 -0.25075 -1.94892
H7 0.24771 3.55142 -0.45794
H8 1.35467 2.75786 -1.57757
H9 1.48852 2.56643 0.11190
H10 -1.07815 -3.14306 0.56258
H11 -1.46920 -3.10827 -1.40540
H12 -2.69029 -2.34419 -0.18009
H13 1.00035 -2.03624 4.01324
H14 -0.11922 -2.38146 2.47116
H15 -0.35901 -1.03717 3.54533
H16 0.42678 0.92983 2.87215
H17 1.74625 0.95817 1.69829

## Properties
highest occupied orbital energy (alpha / beta): -6.455 / -10.225 eV
Kohn-Sham gap (alpha / beta): 7.1695 / 8.8053 eV
ΔE to the lowest compared entry with this formula, charge and spin: 2.658 eV
calculated total energy: -3152.632210 Eh
spin multiplicity: 3

These are the natural (NBO) partial charges, in e, on atoms 1 to 8:
1 C 0.64
2 C -0.59
3 C -0.58
4 C -0.59
5 C -0.28
6 C -0.24
7 C -0.14
8 C 0.02


(4)
ORCA calculation (ωB97M-V/def2-TZVPD) on a cluster of 2 separate species, C3H6N2 in total in a non-equilibrium geometry.

Atoms and positions in Å:
C1 -0.52315 -0.08742 0.50822
C2 1.75677 -0.77867 -0.43943
C3 -1.15506 1.00558 -0.26365
N1 -0.60187 -0.34648 1.88588
N2 -1.16874 -1.18053 1.16443
H1 2.07000 -1.41942 0.36012
H2 2.19424 0.19672 -0.50892
H3 1.38763 -1.23599 -1.33379
H4 -0.64038 1.94790 -0.07366
H5 -2.20491 1.11030 0.02959
H6 -1.11454 0.78801 -1.32879

## Properties
highest occupied orbital energy (alpha / beta): -8.590 / -8.396 eV
Kohn-Sham gap (alpha / beta): 9.0383 / 8.7771 eV
ΔE to the lowest compared entry with this formula, charge and spin: 5.754 eV
calculated total energy: -227.213372 Eh

These are the natural (NBO) partial charges, in e, on atoms 1 to 8:
1 C 0.21
2 C -0.58
3 C -0.69
4 N -0.09
5 N -0.08
6 H 0.19
7 H 0.18
8 H 0.19